Version w
Computed, not measured: an isolated molecule of C2H4N2O3, with ωB97M-V with the def2-TZVPD basis set.

Atoms and positions in Å:
N -1.63466 -0.25863 -1.49243
C -1.12960 -0.06473 -0.30723
O -1.62155 -0.19791 0.82221
O 0.22890 0.28080 -0.51064
N 0.79210 0.44487 0.73892
C 1.89993 -0.24807 1.04576
O 2.57760 0.05482 2.02378
H -1.16976 0.11470 -2.33459
H -2.59854 -0.46167 -1.47556
H 0.57076 1.37270 1.14411
H 2.08482 -1.03688 0.34568

Summary:
Spin multiplicity   1
LUMO energy   0.47 eV
SMILES   NC(=O)ONC=O
HOMO-LUMO gap   10.5 eV

Results of the natural (NBO) charge analysis, in e, for atoms 1 through 4: atom 1 (N): -0.8115, atom 2 (C): 0.8558, atom 3 (O): -0.6103, atom 4 (O): -0.3879

=====

Version x
Computed, not measured: an isolated molecule of C2H4N2O3, with ωB97M-V with the def2-TZVPD basis set.

Atoms and positions in Å:
O -2.36740 0.55006 -0.53002
C -1.80576 -0.50762 -0.20853
N -0.69682 -0.61925 0.48207
O 0.13281 0.48039 0.91640
C 1.06010 1.12089 0.03168
N 1.86645 0.36691 -0.54206
O 1.75169 -0.97710 -0.17642
H -2.54258 -1.52665 -0.24961
H -0.25427 -1.65068 0.96335
H 0.81012 2.21200 0.00557
H 2.13642 -1.37475 -0.91794

Summary:
Spin multiplicity   1
LUMO energy   0.43 eV
SMILES   O=CNO/C=N\O
HOMO-LUMO gap   10.2 eV

Results of the natural (NBO) charge analysis, in e, for atoms 1 through 4: atom 1 (O): -0.6183, atom 2 (C): 0.4783, atom 3 (N): -0.3328, atom 4 (O): -0.3943

=====

Relative to the most stable one, in hartree, the structures come out at version w 0.0000; version x 0.1654.